1.
13
Properties=species:S:1:pos:R:3:nbo_charge:R:1 method="wB97M-V/def2-TZVPD" homo_ev=-9.14 total_charge=0 relative_energy_kcal_mol=56.3 energy_ha=-265.69336
H 0.04 -2.39 1.06 0.357
N 0.10 -1.63 0.52 -0.737
C -0.65 -0.66 0.47 0.301
N -0.47 0.27 -0.52 -0.639
C -1.05 1.63 -0.58 -0.411
H -1.45 -0.28 1.07 0.137
H -0.14 -0.06 -1.49 0.397
H -2.11 1.57 -0.28 0.190
H -0.45 2.33 0.02 0.198
H -1.03 1.81 -1.62 0.206
O 2.72 -0.85 0.54 -0.962
H 2.17 -0.11 0.12 0.485
H 2.31 -1.63 0.69 0.476


2.
74
Properties=species:S:1:pos:R:3:mulliken_charge:R:1 method="wB97M-V/def2-TZVPD" homo_ev=-5.19 total_charge=-1 relative_energy_kcal_mol=9.5 energy_ha=-4122.63407
W 0.68 -0.29 -1.27 2.734
C 1.94 2.15 1.64 -1.669
C 1.15 0.93 1.98 0.906
C 0.78 0.64 3.29 -1.937
C -0.02 -0.48 3.22 1.218
C -0.70 -1.20 4.33 -1.396
N -0.09 -0.83 1.93 0.283
N 0.63 0.01 1.15 0.876
B -0.96 -1.96 1.37 -1.656
N -1.97 -1.35 0.41 0.147
N -1.55 -0.62 -0.66 0.779
C -2.65 -0.15 -1.26 0.669
C -2.69 0.64 -2.52 -1.123
C -3.78 -0.59 -0.56 -1.519
C -3.30 -1.34 0.48 1.037
C -4.07 -2.06 1.55 -1.469
N -0.07 -2.94 0.62 -0.030
N 0.60 -2.55 -0.49 0.674
C 1.33 -3.60 -0.89 0.738
C 2.23 -3.60 -2.07 -1.384
C 1.09 -4.67 -0.04 -1.602
C 0.20 -4.22 0.91 1.047
C -0.38 -4.93 2.08 -1.356
H 1.80 2.88 2.44 0.483
H 3.00 1.93 1.57 0.234
H 1.62 2.60 0.70 0.267
H 1.05 1.20 4.17 0.482
H -0.44 -0.73 5.28 0.378
H -1.79 -1.15 4.21 0.218
H -0.41 -2.25 4.36 0.186
H -1.54 -2.52 2.25 -0.071
H -1.74 1.11 -2.74 -0.155
H -2.94 0.00 -3.36 0.271
H -3.45 1.42 -2.45 0.336
H -4.80 -0.37 -0.81 0.499
H -5.13 -1.94 1.36 0.400
H -3.82 -3.12 1.55 0.230
H -3.84 -1.65 2.53 0.213
H 2.89 -2.74 -2.06 0.068
H 2.84 -4.51 -2.06 0.398
H 1.65 -3.57 -2.99 0.170
H 1.52 -5.66 -0.10 0.472
H -0.01 -5.96 2.10 0.382
H -0.10 -4.45 3.02 0.216
H -1.47 -4.96 2.03 0.240
S -0.52 -1.81 -2.91 -0.376
Sb -0.02 -0.91 -5.12 0.376
S 0.91 0.93 -3.52 -0.279
S 2.36 -0.46 -3.14 -0.150
S -2.03 -0.21 -5.90 -0.655
O 6.76 1.01 -0.36 -0.584
C 5.57 0.82 -0.37 0.418
C 4.86 -0.48 0.00 -0.501
O 5.35 -1.45 0.52 -0.636
C 3.48 -0.23 -0.39 0.195
C 3.27 1.06 -0.82 1.667
O 2.06 1.39 -1.12 -0.925
C 4.51 1.84 -0.79 -0.032
O 4.69 3.02 -1.00 -0.636
O 2.44 -1.02 -0.40 -0.583
I -1.70 8.36 -1.71 0.034
C -1.41 6.33 -1.21 -0.076
C -1.10 5.42 -2.20 -0.736
C -0.93 4.08 -1.87 -0.198
C -1.09 3.67 -0.55 0.203
C -1.40 4.59 0.44 -0.553
C -1.55 5.93 0.12 -0.592
C -0.98 2.22 -0.17 0.094
O -1.56 1.81 0.82 -0.603
O -0.30 1.52 -1.04 0.709
H -0.99 5.74 -3.23 0.418
H -0.67 3.36 -2.63 0.297
H -1.52 4.25 1.46 0.445
H -1.77 6.66 0.89 0.374


3.
24
Properties=species:S:1:pos:R:3:nbo_charge:R:1 method="wB97M-V/def2-TZVPD" homo_ev=-12.18 total_charge=+1 energy_ha=-2280.62287
N -1.11 0.48 2.81 -0.830
C -1.26 -0.66 1.88 -0.211
C 0.06 -1.40 1.68 -0.429
C 1.17 -0.47 1.16 -0.657
S 1.87 -0.96 -0.43 2.279
O 3.27 -0.66 -0.33 -0.926
O 1.64 -2.34 -0.69 -0.896
N 1.33 0.04 -1.67 -1.216
S -0.14 -0.10 -2.08 2.083
O -1.00 -0.98 -1.37 -0.854
O -0.25 -0.17 -3.57 -1.034
P -0.86 1.94 -2.03 0.455
S 0.88 2.91 -2.02 -0.409
H -0.74 1.28 2.33 0.330
H -2.04 0.77 3.10 0.365
H -1.98 -1.35 2.29 0.214
H -1.66 -0.30 0.93 0.150
H -0.15 -2.19 0.96 0.248
H 0.37 -1.85 2.61 0.236
H 0.88 0.58 1.14 0.221
H 2.01 -0.53 1.83 0.287
H -1.74 2.33 -1.00 0.102
H -1.52 2.08 -3.26 0.022
Sn 0.97 1.54 -4.27 1.471


4.
56
Properties=species:S:1:pos:R:3:nbo_charge:R:1 method="wB97M-V/def2-TZVPD" homo_ev=-6.92 total_charge=-1 relative_energy_kcal_mol=10.7 energy_ha=-1340.45829
C -3.53 17.65 8.04 -0.649
C -3.32 18.10 6.64 0.085
C -1.98 18.81 6.54 -0.635
O -3.33 16.94 5.79 -0.996
H -2.67 17.03 8.25 0.212
H -4.45 17.00 8.17 0.224
H -3.63 18.43 8.74 0.195
H -4.07 18.85 6.36 0.137
H -1.10 18.14 6.61 0.197
H -1.89 19.50 7.41 0.184
H -1.97 19.38 5.64 0.218
O -5.60 16.41 10.94 -0.949
H -4.66 16.49 11.08 0.494
H -5.96 16.09 11.77 0.475
O 1.52 18.63 6.58 -0.966
H 1.20 19.20 5.89 0.479
H 1.14 17.79 6.40 0.472
O -1.89 15.04 6.54 -1.042
H -2.00 14.44 5.78 0.492
H -2.40 15.84 6.30 0.500
O -0.70 17.12 4.13 -0.948
H 0.00 16.70 4.55 0.467
H -1.40 17.19 4.80 0.498
O -1.70 19.88 2.11 -0.981
H -1.25 20.18 2.89 0.477
H -2.56 19.56 2.39 0.493
O -1.87 16.76 11.29 -0.987
H -1.27 17.48 11.12 0.471
H -2.04 16.32 10.46 0.501
O 0.44 15.97 8.06 -0.991
H 0.08 16.77 8.45 0.483
H -0.27 15.67 7.47 0.487
O -0.18 18.56 9.20 -0.964
H -1.10 18.86 9.01 0.474
H 0.32 19.05 8.53 0.500
O -5.55 15.57 6.02 -1.006
H -5.70 15.38 5.09 0.468
H -4.70 16.07 5.99 0.507
O -2.35 14.79 9.32 -1.001
H -3.26 14.56 9.23 0.492
H -2.02 14.77 8.44 0.495
O -3.80 18.42 3.59 -1.006
H -3.51 17.95 4.40 0.502
H -4.74 18.48 3.70 0.466
O 0.13 19.76 4.42 -0.973
H -0.28 18.90 4.48 0.499
H 0.94 19.53 3.95 0.471
O -6.71 17.77 7.01 -0.959
H -6.09 18.49 7.12 0.449
H -6.12 17.07 6.75 0.486
O -5.01 14.34 9.10 -0.993
H -5.60 14.18 8.34 0.497
H -5.35 15.09 9.62 0.501
O -2.83 15.00 3.57 -0.961
H -3.20 15.71 4.09 0.487
H -2.82 15.44 2.71 0.472


5.
87
Properties=species:S:1:pos:R:3:mulliken_spin:R:1 method="wB97M-V/def2-TZVPD" homo_ev="-14.02 / -14.01" total_charge=+3 multiplicity=2 relative_energy_kcal_mol=80.8 energy_ha=-3296.64914
Ir -0.32 0.29 -0.17 0.010
O -2.11 3.96 2.34 0.000
C -2.62 3.28 3.35 0.000
C -3.11 3.99 4.46 0.000
C -3.65 3.33 5.53 0.000
C -3.72 1.92 5.53 0.000
C -3.24 1.20 4.45 0.000
C -2.67 1.86 3.35 0.001
C -2.07 1.10 2.26 -0.004
O -1.60 1.67 1.22 0.003
N -2.01 -0.22 2.43 0.003
N -1.30 -0.92 1.56 0.001
C -1.26 -2.20 1.84 0.002
S -2.23 -2.84 3.14 0.000
C -1.91 -4.59 2.72 0.000
C -0.52 -4.71 2.14 0.000
S -0.25 -3.31 0.98 -0.001
H -1.79 3.34 1.65 0.000
H -3.05 5.07 4.43 0.000
H -4.02 3.88 6.38 0.000
H -4.15 1.41 6.37 0.000
H -3.30 0.13 4.43 0.000
H -2.68 -4.91 2.01 0.000
H -2.01 -5.16 3.64 0.000
H -0.39 -5.63 1.58 0.000
H 0.25 -4.63 2.91 0.000
N 2.17 1.70 -3.69 0.183
C 3.37 1.03 -3.93 0.155
C 4.19 1.44 -4.97 -0.039
C 5.39 0.78 -5.20 0.080
C 5.77 -0.28 -4.40 0.066
C 4.95 -0.70 -3.36 -0.024
C 3.76 -0.05 -3.13 0.127
S 2.69 -0.61 -1.83 0.394
N 1.37 0.39 -1.92 0.115
C 1.25 1.38 -2.76 -0.031
C 0.01 2.18 -2.72 -0.023
C -0.30 3.10 -3.71 -0.002
C -1.47 3.84 -3.61 0.003
C -2.29 3.64 -2.51 -0.004
C -1.92 2.69 -1.58 0.000
N -0.80 1.96 -1.67 -0.005
H 2.01 2.51 -4.28 -0.018
H 3.90 2.27 -5.59 -0.001
H 6.02 1.10 -6.02 0.002
H 6.70 -0.79 -4.59 0.002
H 5.24 -1.53 -2.74 -0.002
H 0.33 3.25 -4.57 0.002
H -1.72 4.55 -4.38 0.000
H -3.20 4.20 -2.38 0.000
H -2.53 2.50 -0.71 -0.002
N 1.48 0.01 1.05 0.023
C 2.25 0.19 1.90 -0.010
N 3.17 0.36 2.78 0.000
C 4.08 -0.72 3.17 0.000
C 3.77 -1.12 4.63 0.000
O 3.85 -0.01 5.47 0.000
C 2.94 1.00 5.12 0.000
C 3.22 1.50 3.69 0.000
H 5.10 -0.34 3.11 0.000
H 3.97 -1.57 2.50 0.000
H 4.51 -1.83 4.99 0.000
H 2.77 -1.57 4.67 0.000
H 3.08 1.81 5.84 0.000
H 1.90 0.63 5.19 0.000
H 4.23 1.91 3.66 0.000
H 2.51 2.26 3.39 0.000
C -2.69 -1.89 -1.31 0.002
C -3.38 -2.83 -2.36 -0.001
N -2.58 -2.81 -3.55 0.000
C -1.24 -3.23 -3.30 0.000
C -0.57 -2.15 -2.37 0.032
N -1.58 -1.19 -1.95 -0.016
C -2.09 -0.48 -3.12 -0.003
C -2.62 -1.52 -4.16 -0.001
H -2.30 -2.48 -0.48 -0.001
H -3.40 -1.16 -0.92 0.000
H -4.38 -2.49 -2.59 0.000
H -3.44 -3.85 -1.98 0.000
H -0.70 -3.31 -4.24 0.000
H -1.24 -4.21 -2.82 0.000
H 0.21 -1.62 -2.91 -0.018
H -0.13 -2.62 -1.49 -0.006
H -1.29 0.11 -3.56 0.004
H -2.89 0.19 -2.80 0.000
H -2.00 -1.53 -5.06 0.000
H -3.65 -1.29 -4.46 0.000


6.
77
Properties=species:S:1:pos:R:3:mulliken_charge:R:1 method="wB97M-V/def2-TZVPD" homo_ev=0.49 total_charge=-2 relative_energy_kcal_mol=10.6 energy_ha=-2269.10269
Ca 0.90 0.93 0.86 1.680
N 0.86 3.26 0.94 -0.568
N -0.05 1.60 -2.01 1.231
C -1.47 -1.61 0.70 0.915
C -2.26 -0.43 0.62 0.486
C -1.89 0.42 1.69 1.326
C -2.41 1.78 1.97 -1.477
H -3.24 2.02 1.30 0.399
H -1.62 2.54 1.84 -0.020
H -2.76 1.86 3.01 0.362
C -0.95 -0.27 2.50 -0.435
C -0.53 0.18 3.85 -1.117
H -1.38 0.17 4.56 0.349
H -0.15 1.22 3.85 0.048
H 0.25 -0.47 4.27 0.378
C -0.61 -1.48 1.83 0.426
C 0.39 -2.47 2.27 -1.812
H 1.32 -1.98 2.63 0.205
H 0.66 -3.15 1.45 0.390
H 0.02 -3.10 3.09 0.270
C -3.37 -0.19 -0.33 -1.714
H -4.34 -0.44 0.12 0.273
H -3.29 -0.80 -1.24 0.258
H -3.42 0.87 -0.63 0.361
C -1.62 -2.81 -0.15 -1.152
H -0.67 -3.35 -0.28 0.136
H -2.00 -2.55 -1.15 0.028
H -2.33 -3.52 0.29 0.323
C 1.78 4.10 1.68 0.134
H 1.24 4.98 2.09 0.123
C 2.96 4.53 0.90 -1.000
H 3.70 5.13 1.43 0.269
C 3.20 4.10 -0.38 -0.515
H 4.15 4.31 -0.88 0.297
C 2.20 3.41 -1.08 -0.598
H 2.33 3.06 -2.11 0.303
C 0.97 3.17 -0.40 0.716
C -0.16 2.53 -0.99 -1.545
H -1.16 2.72 -0.60 0.078
C 0.24 0.24 -1.79 -1.033
C -0.29 1.85 -3.38 -0.893
H -0.50 2.84 -3.74 0.450
C -0.27 0.66 -3.98 -0.691
H -0.43 0.40 -5.01 0.770
N -0.05 -0.32 -3.00 0.750
C -0.27 -1.70 -3.24 0.139
C -1.45 -2.11 -3.89 1.124
C -1.63 -3.47 -4.14 -1.039
H -2.55 -3.79 -4.65 0.268
C -0.69 -4.42 -3.75 0.860
C -0.90 -5.86 -4.11 -1.556
H -0.52 -6.53 -3.34 0.375
H -0.40 -6.13 -5.05 0.287
H -1.97 -6.07 -4.25 0.366
C 0.46 -3.99 -3.09 -0.907
H 1.21 -4.73 -2.78 0.312
C 0.68 -2.64 -2.81 1.209
C 1.92 -2.22 -2.08 -1.531
H 2.38 -1.32 -2.50 0.296
H 2.65 -3.05 -2.16 0.526
H 1.73 -2.05 -1.01 0.032
C -2.52 -1.13 -4.26 -1.930
H -2.23 -0.49 -5.11 0.397
H -2.80 -0.47 -3.42 0.298
H -3.42 -1.67 -4.56 0.396
N 0.69 2.62 7.51 -0.680
C 1.21 2.62 6.46 -0.075
C 1.84 2.53 5.16 0.934
C 1.57 3.45 4.18 -1.102
C 2.31 3.29 2.91 0.548
N 2.42 1.87 2.55 -0.323
C 2.90 1.10 3.53 -0.635
C 2.65 1.41 4.87 -0.710
H 1.00 4.37 4.36 0.256
H 3.34 3.70 3.10 0.047
H 3.43 0.18 3.28 0.350
H 2.97 0.75 5.68 0.301


7.
44
Properties=species:S:1:pos:R:3:nbo_charge:R:1 method="wB97M-V/def2-TZVPD" homo_ev=-8.41 total_charge=0 relative_energy_kcal_mol=4.2 energy_ha=-1326.59649
C 5.90 -1.41 1.31 -0.631
C 4.55 -0.78 1.28 -0.046
C 4.10 -0.10 0.16 -0.222
C 2.84 0.49 0.12 0.310
O 2.54 1.14 -1.04 -0.491
C 1.26 1.70 -1.22 -0.088
C 0.20 0.63 -1.53 -0.091
O -1.09 1.18 -1.67 -0.561
C -1.81 1.38 -0.46 -0.078
C -2.49 0.12 0.09 -0.242
N -3.71 -0.17 -0.65 -0.456
C -4.69 -0.91 0.11 -0.400
C -3.49 -0.72 -1.98 -0.256
C -4.21 0.12 -3.04 -0.054
O -3.74 1.44 -3.12 -0.725
C 2.02 0.40 1.24 -0.317
C 2.44 -0.27 2.38 -0.024
C 1.55 -0.36 3.58 -0.633
C 3.70 -0.85 2.38 0.015
Cl 4.24 -1.69 3.80 -0.024
H 6.50 -0.98 2.12 0.228
H 5.82 -2.48 1.50 0.228
H 6.42 -1.25 0.37 0.217
H 4.73 -0.02 -0.72 0.217
H 1.35 2.38 -2.07 0.202
H 0.96 2.30 -0.34 0.172
H 0.44 0.17 -2.49 0.196
H 0.22 -0.15 -0.76 0.176
H -2.59 2.11 -0.71 0.218
H -1.15 1.81 0.31 0.163
H -2.77 0.32 1.12 0.205
H -1.78 -0.73 0.09 0.167
H -5.60 -0.99 -0.48 0.202
H -4.92 -0.37 1.03 0.198
H -4.35 -1.93 0.38 0.160
H -2.42 -0.71 -2.21 0.201
H -3.84 -1.75 -2.04 0.185
H -4.09 -0.38 -4.02 0.152
H -5.28 0.19 -2.81 0.172
H -2.79 1.43 -2.96 0.478
H 1.04 0.85 1.25 0.210
H 1.36 -1.41 3.83 0.229
H 2.03 0.09 4.44 0.230
H 0.60 0.14 3.41 0.211


8.
14
Properties=species:S:1:pos:R:3:nbo_charge:R:1 method="wB97M-V/def2-TZVPD" homo_ev=-9.38 total_charge=0 relative_energy_kcal_mol=38.0 energy_ha=-307.65183
C 1.04 0.85 0.32 -0.096
C -0.34 0.99 0.95 -0.099
O -1.06 -0.24 0.92 -0.521
C -1.06 -0.80 -0.38 -0.098
C 0.34 -1.10 -0.85 -0.092
O 1.11 0.08 -0.86 -0.525
H 1.39 1.83 -0.02 0.194
H 1.75 0.45 1.04 0.162
H -0.22 1.28 2.01 0.198
H -0.90 1.79 0.45 0.162
H -1.63 -1.73 -0.36 0.195
H -1.52 -0.10 -1.10 0.165
H 0.82 -1.87 -0.22 0.166
H 0.28 -1.42 -1.89 0.191


9.
28
Properties=species:S:1:pos:R:3:nbo_charge:R:1 method="wB97M-V/def2-TZVPD" homo_ev=-9.17 total_charge=0 relative_energy_kcal_mol=75.4 energy_ha=-615.28463
C 0.14 -1.66 1.62 -0.102
C 1.60 -1.51 1.10 -0.109
O 1.62 -1.07 -0.26 -0.535
C 0.84 -1.90 -1.07 -0.103
C -0.60 -2.09 -0.50 -0.122
O -0.59 -2.57 0.88 -0.516
H -0.40 -0.70 1.70 0.172
H 0.13 -2.13 2.62 0.192
H 1.98 -2.55 1.10 0.171
H 2.23 -0.92 1.79 0.201
H 0.91 -1.33 -2.02 0.199
H 1.23 -2.91 -1.25 0.169
H -1.11 -1.11 -0.60 0.189
H -1.16 -2.83 -1.10 0.196
C -0.80 2.04 1.03 -0.099
C 0.64 2.11 0.55 -0.114
O 0.65 2.47 -0.92 -0.543
C -0.15 1.51 -1.66 -0.105
C -1.59 1.64 -1.17 -0.104
O -1.54 1.17 0.19 -0.552
H -1.33 3.00 1.14 0.177
H -0.84 1.52 2.01 0.191
H 1.16 1.14 0.66 0.194
H 1.07 2.81 1.29 0.196
H -0.08 1.75 -2.74 0.189
H 0.30 0.51 -1.51 0.190
H -2.00 2.66 -1.22 0.184
H -2.31 0.96 -1.68 0.193


10.
52
Properties=species:S:1:pos:R:3:nbo_charge:R:1 method="wB97M-V/def2-TZVPD" homo_ev="-12.91 / -12.70" total_charge=+1 multiplicity=5 relative_energy_kcal_mol=0.0 energy_ha=-4202.55764
Mn 0.10 -0.04 0.84 1.495
F 3.81 -2.24 -0.37 -0.282
C 2.81 -2.98 -0.79 0.800
F 2.77 -3.00 -2.11 -0.278
F 2.88 -4.20 -0.31 -0.269
S 1.25 -2.18 -0.17 2.153
O 1.17 -0.83 -0.79 -0.982
O 1.33 -1.96 1.26 -0.919
N 0.14 -3.13 -0.66 -1.148
S -1.35 -2.55 -0.61 2.232
O -1.44 -1.43 0.34 -1.013
O -2.31 -3.58 -0.52 -0.828
C -1.59 -1.72 -2.28 0.750
F -2.83 -1.92 -2.68 -0.280
F -1.38 -0.40 -2.16 -0.319
F -0.74 -2.22 -3.16 -0.289
O 0.23 0.95 4.59 -0.503
C 0.08 1.32 3.47 0.750
O -0.30 0.46 2.51 -0.765
C 0.14 2.78 3.10 -0.059
C 0.19 3.67 4.17 -0.160
C 0.20 5.04 3.96 -0.163
C 0.16 5.55 2.67 -0.179
C 0.12 4.68 1.59 -0.175
C 0.12 3.30 1.80 -0.422
P 0.07 2.27 0.34 1.130
C 1.48 2.57 -0.71 -0.421
C 1.51 1.99 -1.98 -0.203
C 2.63 2.13 -2.78 -0.134
C 3.73 2.84 -2.30 -0.171
C 3.72 3.40 -1.04 -0.196
C 2.60 3.27 -0.23 -0.174
C -1.48 2.43 -0.54 -0.342
C -2.61 1.85 0.03 -0.214
C -3.83 1.94 -0.63 -0.181
C -3.91 2.59 -1.85 -0.156
C -2.78 3.18 -2.42 -0.197
C -1.56 3.10 -1.77 -0.194
H 0.21 3.26 5.17 0.260
H 0.23 5.71 4.80 0.239
H 0.15 6.61 2.50 0.238
H 0.09 5.08 0.58 0.229
H 0.66 1.43 -2.36 0.233
H 2.65 1.69 -3.76 0.226
H 4.61 2.94 -2.93 0.235
H 4.58 3.94 -0.67 0.237
H 2.59 3.70 0.76 0.235
H -2.57 1.34 0.99 0.231
H -4.71 1.49 -0.19 0.238
H -4.86 2.65 -2.37 0.236
H -2.85 3.69 -3.36 0.237
H -0.68 3.55 -2.21 0.232


11.
21
Properties=species:S:1:pos:R:3:nbo_charge:R:1 method="wB97M-V/def2-TZVPD" homo_ev="-15.35 / -18.78" total_charge=+2 multiplicity=3 relative_energy_kcal_mol=67.3 energy_ha=-398.85465
C -0.84 -0.91 0.08 0.188
C 0.38 -1.34 0.33 0.521
C -1.51 1.37 -0.31 -0.437
C 1.92 1.42 0.09 -0.437
N -1.80 -1.66 0.78 -0.574
N -1.16 0.07 -0.89 -0.514
N 1.80 0.05 -0.30 -0.743
O 0.92 -2.40 0.77 -0.617
H -0.50 1.79 -0.04 0.245
H -1.87 2.08 -1.06 0.279
H -2.18 1.28 0.50 0.252
H 1.36 2.03 -0.67 0.191
H 1.41 1.57 1.03 0.207
H 3.00 1.72 0.15 0.255
H -1.61 -2.59 1.12 0.448
H -2.82 -1.50 0.79 0.439
H -0.29 0.22 -1.47 0.482
H -1.90 -0.34 -1.43 0.466
H 1.97 0.00 -1.31 0.399
H 2.56 -0.39 0.19 0.407
H 1.16 -2.47 1.65 0.543